# 1
{
  "formula": "C4H12N2O2",
  "method": "ωB97M-V/def2-TZVPD",
  "species": ["O", "O", "N", "N", "C", "C", "C", "C", "H", "H", "H", "H", "H", "H", "H", "H", "H", "H", "H", "H"],
  "coordinates": [[2.136, -2.143, 5.725], [-0.439, -1.183, 0.411], [1.124, -0.251, -0.870], [-0.967, 1.873, -0.964], [-1.257, 0.458, -1.148], [-0.175, -0.422, -0.497], [1.608, 0.348, -2.093], [-2.631, 0.132, -0.591], [-3.115, 1.007, -0.141], [3.090, -1.991, 5.684], [1.955, -2.520, 6.595], [-2.600, -0.603, 0.212], [-3.300, -0.188, -1.369], [1.783, -0.682, -0.223], [2.695, 0.234, -2.088], [-0.119, 2.297, -1.295], [-1.245, 0.246, -2.224], [1.312, -0.256, -2.949], [-1.278, 2.228, -0.077], [1.424, 1.417, -2.099]],
  "lowdin_charge": [-0.066, 0.049, 0.001, 0.044, -0.357, -0.465, -0.086, -0.048, 0.078, 0.034, 0.032, 0.073, 0.069, 0.145, 0.086, 0.048, 0.135, 0.089, 0.073, 0.065],
  "e_tot_ev": -11417.6024,
  "smiles": "CNC(=O)[C@@H](C)N.O",
  "gap_ev": 9.55,
  "e_homo_ev": -8.6602,
  "relative_energy_kcal_mol": 37.2
}

---

# 2
{
  "formula": "C25H30FN8",
  "method": "ωB97M-V/def2-TZVPD",
  "species": ["F", "N", "N", "N", "N", "N", "N", "N", "N", "C", "C", "C", "C", "C", "C", "C", "C", "C", "C", "C", "C", "C", "C", "C", "C", "C", "C", "C", "C", "C", "C", "C", "C", "C", "H", "H", "H", "H", "H", "H", "H", "H", "H", "H", "H", "H", "H", "H", "H", "H", "H", "H", "H", "H", "H", "H", "H", "H", "H", "H", "H", "H", "H", "H"],
  "coordinates": [[-0.077, -0.401, 4.235], [-5.903, 0.923, 6.041], [-5.154, -0.019, 2.762], [6.629, -0.300, -1.141], [-5.868, 0.718, 3.638], [-4.446, -0.500, 4.786], [2.428, -0.963, -1.267], [-0.476, -0.650, -4.820], [-1.339, 3.126, 1.177], [2.193, -1.182, 0.026], [-0.335, -1.575, -7.026], [-2.230, 5.555, 0.139], [0.708, -2.701, -5.201], [7.906, -0.672, -1.203], [-4.299, -0.756, 3.481], [-2.055, 4.457, -0.687], [-1.955, 5.423, 1.490], [6.017, -2.603, -1.404], [-1.514, 4.194, 1.956], [5.708, -1.260, -1.242], [0.241, -1.685, -4.382], [0.411, -2.643, -6.553], [0.723, 0.684, 0.195], [1.814, 0.077, -1.830], [-1.610, 3.273, -0.121], [-0.750, -0.610, -6.123], [0.957, 0.928, -1.148], [8.319, -1.986, -1.365], [1.354, -0.394, 0.797], [-1.928, -0.937, 2.904], [-5.424, 0.412, 4.866], [-3.273, -1.698, 2.989], [-0.921, -1.443, 3.935], [7.351, -2.971, -1.467], [1.196, -0.610, 1.846], [-1.333, 0.243, -6.453], [-1.522, -0.946, 1.899], [-0.372, -2.286, 3.531], [0.447, -1.692, -3.318], [1.290, -3.513, -4.789], [-6.596, 1.371, 3.393], [-0.588, -1.491, -8.074], [5.228, -3.339, -1.480], [-6.504, 0.344, 6.593], [7.632, -4.009, -1.594], [-2.255, 4.516, -1.748], [-1.284, 4.050, 3.006], [-2.077, 6.255, 2.170], [-1.461, 2.391, -0.733], [-3.567, -2.073, 2.013], [0.492, 1.756, -1.662], [0.757, -3.416, -7.227], [-2.574, 6.499, -0.264], [4.673, -0.935, -1.192], [-2.088, 0.108, 3.154], [-1.443, -1.704, 4.851], [-3.216, -2.532, 3.672], [9.372, -2.229, -1.410], [-5.591, 1.806, 6.391], [2.022, 0.229, -2.883], [0.059, 1.321, 0.772], [-5.241, -0.032, 1.757], [2.709, -2.035, 0.458], [8.632, 0.129, -1.117]],
  "lowdin_charge": [-0.035, 0.159, 0.167, 0.053, 0.169, 0.237, 0.044, 0.049, 0.039, -0.149, -0.072, -0.070, -0.066, -0.160, -0.265, -0.059, -0.068, -0.075, -0.153, -0.153, -0.167, -0.077, -0.078, -0.154, -0.160, -0.160, -0.060, -0.078, -0.069, -0.142, -0.354, -0.085, -0.207, -0.086, 0.088, 0.101, 0.108, 0.126, 0.083, 0.103, 0.196, 0.102, 0.098, 0.112, 0.103, 0.108, 0.104, 0.105, 0.090, 0.125, 0.093, 0.107, 0.111, 0.066, 0.113, 0.119, 0.128, 0.100, 0.110, 0.108, 0.068, 0.201, 0.108, 0.102],
  "e_tot_ev": -41042.2876,
  "gap_ev": 7.04,
  "total_charge": 1,
  "e_homo_ev": -10.5354
}

---

# 3
{
  "formula": "C5H8N",
  "method": "ωB97M-V/def2-TZVPD",
  "species": ["N", "C", "C", "C", "C", "C", "H", "H", "H", "H", "H", "H", "H", "H"],
  "coordinates": [[0.483, -0.843, -0.706], [-0.320, -1.360, 0.503], [-0.127, 0.978, 0.758], [0.828, 0.608, -0.427], [-0.062, 1.856, -0.377], [-0.833, -0.119, 1.163], [1.273, -1.402, -1.059], [-0.271, -1.103, -1.461], [-1.104, -1.823, -0.034], [0.194, -1.876, 1.302], [1.884, 0.689, -0.304], [0.403, 2.856, -0.411], [-0.885, 1.768, -0.976], [-1.464, -0.232, 2.029]],
  "lowdin_charge": [0.096, -0.077, -0.071, -0.126, -0.005, 0.009, 0.187, 0.224, 0.117, 0.142, 0.140, 0.143, 0.096, 0.126],
  "e_tot_ev": -6793.6499,
  "smiles": "C1=C2C[C@@H]2[NH2+]C1",
  "gap_ev": 9.52,
  "total_charge": 1,
  "e_homo_ev": -13.5810,
  "relative_energy_kcal_mol": 102.4
}

---

# 4
{
  "formula": "C26H26FN3O4PSTi",
  "method": "ωB97M-V/def2-TZVPD",
  "species": ["Ti", "S", "P", "F", "O", "O", "O", "O", "N", "N", "N", "C", "C", "C", "C", "C", "C", "C", "C", "C", "C", "C", "C", "C", "C", "C", "C", "C", "C", "C", "C", "C", "C", "C", "C", "C", "C", "H", "H", "H", "H", "H", "H", "H", "H", "H", "H", "H", "H", "H", "H", "H", "H", "H", "H", "H", "H", "H", "H", "H", "H", "H", "H"],
  "coordinates": [[0.091, -0.638, -0.043], [1.652, -2.301, -1.064], [-1.837, 0.539, -0.910], [4.812, 2.616, 5.295], [-0.319, -0.924, 1.923], [6.537, 0.890, 3.952], [1.152, 0.438, 1.150], [2.964, -1.385, 2.251], [4.748, -0.243, 3.116], [2.578, 0.362, 3.623], [-1.428, -2.198, -0.161], [-2.335, 3.184, -1.448], [1.766, -3.516, 0.290], [3.044, 1.414, 4.421], [-0.462, 0.506, -2.047], [-3.675, 4.554, 0.000], [0.685, -0.184, 2.191], [0.626, 1.374, -1.770], [-3.227, 2.282, 0.643], [-2.999, -0.730, -1.338], [-4.949, -1.584, -2.433], [3.430, -0.486, 2.959], [-2.937, 4.398, -1.168], [-4.178, -0.499, -2.046], [-3.380, -3.113, -1.398], [-0.376, -0.393, -3.126], [5.353, 0.780, 3.897], [-2.485, 2.131, -0.536], [0.741, -0.371, -3.950], [-3.822, 3.503, 0.901], [-4.546, -2.877, -2.122], [1.734, 1.380, -2.602], [1.199, -0.030, 3.584], [3.317, -1.580, -1.008], [4.351, 1.632, 4.559], [1.780, 0.520, -3.700], [-2.624, -2.029, -1.003], [-4.481, 0.511, -2.293], [2.486, -4.265, -0.038], [0.789, -1.034, -4.804], [0.582, 0.738, 4.063], [-3.098, -4.125, -1.133], [3.993, -2.358, -1.359], [-1.198, -1.065, -3.341], [2.100, -3.041, 1.209], [-2.841, 5.220, -1.865], [2.310, 2.030, 4.920], [-3.350, 1.460, 1.338], [0.998, -0.972, 4.101], [3.347, -0.735, -1.691], [0.802, -4.008, 0.408], [-4.146, 5.505, 0.211], [5.398, -0.874, 2.664], [-5.154, -3.718, -2.430], [2.543, 2.075, -2.416], [-5.865, -1.422, -2.984], [2.631, 0.550, -4.368], [-1.738, -2.281, 0.812], [-1.775, 3.054, -2.366], [3.549, -1.287, 0.013], [-1.024, -3.111, -0.382], [0.564, 2.088, -0.953], [-4.404, 3.639, 1.803]],
  "lowdin_charge": [0.985, 0.856, 1.114, 0.161, -0.027, 0.196, -0.048, 0.027, 0.245, 0.010, 0.015, -0.060, -0.275, 0.080, -0.449, -0.004, -0.463, -0.107, -0.067, -0.301, -0.008, -0.440, -0.024, -0.017, 0.018, -0.043, -0.347, -0.363, -0.007, -0.028, 0.007, -0.011, -0.006, -0.262, -0.180, 0.003, -0.279, 0.132, 0.079, 0.141, 0.173, 0.137, 0.078, 0.132, 0.034, 0.130, 0.156, 0.118, 0.173, 0.039, 0.049, 0.133, 0.185, 0.137, 0.143, 0.135, 0.142, 0.135, 0.118, 0.038, 0.103, 0.131, 0.129],
  "e_tot_ev": -85977.3769,
  "gap_ev": 5.32,
  "total_charge": 3,
  "e_homo_ev": -16.4627,
  "relative_energy_kcal_mol": 1.6
}